DFT (wB97M-V/def2-TZVPD) results for C36H99ClN9O9Ti as an isolated structure at a distorted geometry.

Positions of all 155 atoms, in Å:
Ti -19.5805 24.9461 -12.0336
Cl -19.3193 22.3810 -11.4482
C -23.9592 24.5041 -12.9358
C -22.5818 24.9382 -12.3618
C -22.4416 24.6894 -10.8363
O -21.2675 25.4456 -10.3193
C -20.8622 24.8852 -9.0136
N -21.5937 24.2086 -13.0799
H -24.8420 24.9480 -12.4759
H -24.2749 23.4690 -12.8054
H -24.0176 24.7517 -13.9957
H -22.4612 26.0170 -12.4607
H -22.2707 23.6241 -10.6813
H -23.3022 25.0292 -10.2601
H -20.3638 23.9539 -9.2825
H -21.7557 24.6863 -8.4218
H -20.2153 25.5605 -8.4536
H -21.4350 23.2506 -12.8017
H -21.9461 24.1916 -14.0262
C -22.2564 20.6792 -6.1779
C -21.0617 20.7656 -7.1094
C -20.3090 19.4075 -7.0265
O -18.9607 19.2903 -7.5174
C -18.8266 19.3808 -8.8931
N -21.6616 21.0782 -8.4206
H -21.9737 20.4163 -5.1586
H -23.1205 20.1532 -6.5839
H -22.5821 21.7077 -6.0225
H -20.3535 21.5431 -6.8228
H -21.0334 18.7483 -7.5050
H -20.3262 19.2494 -5.9482
H -19.0905 20.3588 -9.2957
H -19.3502 18.6001 -9.4448
H -17.7555 19.2323 -9.0298
H -22.1283 20.2605 -8.7862
H -20.9343 21.2912 -9.0882
C -15.6376 17.3061 -11.9604
C -15.1632 17.5564 -13.3620
C -14.8249 19.0170 -13.5734
O -14.2571 19.6063 -12.4156
C -15.0071 20.6636 -11.8636
N -13.9237 16.7417 -13.4570
H -14.8245 17.3310 -11.2349
H -16.1969 16.3705 -11.9706
H -16.3438 18.0845 -11.6713
H -15.7862 17.2357 -14.1969
H -15.7102 19.4992 -13.9880
H -14.0680 19.2710 -14.3155
H -15.8774 20.4337 -11.2488
H -15.2259 21.2905 -12.7280
H -14.2659 21.1946 -11.2662
H -13.3512 17.0358 -12.6787
H -14.1437 15.7666 -13.3120
C -18.9210 19.6619 -14.4582
C -18.3328 20.8174 -15.2977
C -19.3469 21.2454 -16.3864
O -19.4454 20.0999 -17.2034
C -20.6370 20.0114 -17.8698
N -17.8533 21.8941 -14.4220
H -19.8806 19.9286 -14.0152
H -18.2410 19.3040 -13.6852
H -19.0570 18.7801 -15.0842
H -17.4832 20.3637 -15.8081
H -18.9551 22.0441 -17.0162
H -20.3090 21.5563 -15.9793
H -21.2982 19.3145 -17.3547
H -20.4411 19.5824 -18.8525
H -21.1898 20.9503 -17.9010
H -16.9734 21.6371 -13.9980
H -18.5492 22.1506 -13.7365
C -14.9769 20.1829 -8.4803
C -15.1326 20.4081 -6.9580
C -15.2660 21.8898 -6.4365
O -14.1641 22.6224 -7.0140
C -14.1392 23.9548 -6.6495
N -16.2793 19.6678 -6.5359
H -14.9961 19.1296 -8.7599
H -14.1383 20.6938 -8.9536
H -15.7851 20.7264 -8.9697
H -14.3499 19.8390 -6.4562
H -15.3618 21.9524 -5.3525
H -16.1354 22.3512 -6.9047
H -13.9528 24.1207 -5.5884
H -15.0252 24.4862 -6.9970
H -13.3934 24.1861 -7.4100
H -17.1492 20.0439 -6.8849
H -16.4979 19.9048 -5.5787
C -18.2038 29.0513 -12.7428
C -18.1665 27.5481 -12.5022
C -18.0257 26.9921 -11.0396
O -17.7250 25.6205 -10.9364
C -17.4104 25.2231 -9.6369
N -19.4881 27.1875 -12.9931
H -17.4184 29.5707 -12.1938
H -19.1321 29.4469 -12.3306
H -18.1573 29.4961 -13.7369
H -17.3580 27.1120 -13.0889
H -18.8201 27.2349 -10.3339
H -17.1577 27.5266 -10.6537
H -18.2233 25.2862 -8.9135
H -16.5457 25.7587 -9.2450
H -17.0320 24.2169 -9.8175
H -20.0743 27.9510 -12.6872
H -19.4989 27.5042 -13.9521
C -24.3151 18.2371 -18.6943
C -24.1906 17.7698 -17.2392
C -24.4924 18.8300 -16.2611
O -23.3938 19.8006 -16.2485
C -23.1688 20.3380 -14.9274
N -25.0364 16.6057 -17.1098
H -25.3539 18.4925 -18.9032
H -23.9848 17.4144 -19.3286
H -23.5892 19.0415 -18.8129
H -23.1494 17.4931 -17.0736
H -24.5852 18.3234 -15.3005
H -25.4745 19.2797 -16.4073
H -23.0236 19.4717 -14.2820
H -23.9950 20.8204 -14.4052
H -22.1648 20.7544 -15.0096
H -25.5633 16.5967 -16.2481
H -24.4917 15.7562 -17.1518
C -14.4489 26.2353 -14.0535
C -15.1387 24.9058 -13.6184
C -14.9417 24.6070 -12.1311
O -13.6450 24.3650 -11.5714
C -13.7067 24.0290 -10.1918
N -16.4803 24.9388 -14.0852
H -14.7785 26.5157 -15.0539
H -13.4133 25.9562 -14.2478
H -14.4835 27.0183 -13.2960
H -14.6389 24.1186 -14.1828
H -15.4745 23.6793 -11.9226
H -15.3246 25.4071 -11.4975
H -14.2646 23.1321 -9.9226
H -14.1037 24.8996 -9.6697
H -12.7596 23.7036 -9.7614
H -16.9242 25.6505 -13.5226
H -16.9933 24.1048 -13.8378
C -22.5162 14.6829 -7.8937
C -22.3152 16.2388 -7.9907
C -22.4469 16.6942 -9.4520
O -22.4488 18.1767 -9.3901
C -22.7374 18.7510 -10.6588
N -23.4471 16.7409 -7.1547
H -23.4798 14.4087 -8.3233
H -22.4644 14.3322 -6.8630
H -21.7247 14.1050 -8.3708
H -21.3247 16.4088 -7.5686
H -23.3810 16.2898 -9.8418
H -21.5161 16.4672 -9.9719
H -22.8707 19.8248 -10.5269
H -23.6155 18.3357 -11.1533
H -21.8650 18.8364 -11.3065
H -24.3211 16.2910 -7.3867
H -23.5464 17.5926 -7.6885

Calculated values
Multiplicity: 4
<S²>: 3.75
DFT total energy, Eh: -3910.27387
Orbital gap (alpha / beta), eV: 4.21 / 8.37
E_LUMO (alpha / beta), Ha: 0.0002 / -0.0021